1.
Entry from OMol25: a molecular structure, C28H28AuClN5O4S (the ωB97M-V functional and the def2-TZVPD basis).

expectation value of S²: 2.012
DFT total energy: -2652.33328 Ha
orbital gap (spin up / spin down): 6.9 / 3.7 eV
ΔE to the lowest compared entry with this formula, charge and spin: 8.28 kcal per mole

The geometry in ORCA input format:
```
! wB97M-V def2-TZVPD RIJCOSX def2/J DEFGRID3
* xyz 1 3
Au -0.16 -0.45 -0.59
Cl 2.03 -0.66 -1.54
O -2.69 2.45 -0.64
H -3.21 1.64 -0.65
H -2.88 2.87 0.20
C 4.85 -2.60 4.25
C 5.27 -3.17 2.90
N 4.19 -3.05 1.88
C 4.34 -2.02 0.82
C 4.22 -0.61 1.36
C 3.21 -3.87 1.94
O 3.14 -4.83 2.79
C 2.01 -3.84 1.08
C 1.58 -4.99 0.42
C 0.46 -4.90 -0.39
C -0.17 -3.66 -0.49
N 0.24 -2.58 0.18
C 1.28 -2.66 0.99
H 5.69 -2.68 4.94
H 4.01 -3.16 4.67
H 4.57 -1.55 4.16
H 5.52 -4.23 2.99
H 6.14 -2.65 2.50
H 3.61 -2.19 0.03
H 5.33 -2.18 0.38
H 3.29 -0.46 1.91
H 4.22 0.08 0.51
H 5.06 -0.35 2.01
H 2.12 -5.93 0.51
H 0.09 -5.75 -0.93
H -1.04 -3.52 -1.13
H 1.53 -1.76 1.54
S -0.04 4.16 -5.44
C -0.19 3.02 -4.07
C -1.08 1.96 -4.12
C -1.17 1.11 -3.04
N -0.41 1.26 -1.95
C 0.46 2.28 -1.90
C 0.60 3.18 -2.93
C -1.29 5.33 -4.90
C -0.97 6.36 -4.04
C -1.98 7.24 -3.66
N -3.24 7.13 -4.08
C -3.53 6.14 -4.92
C -2.59 5.21 -5.36
H -1.70 1.80 -4.99
H -1.87 0.28 -3.03
H 1.05 2.36 -0.99
H 1.31 3.99 -2.86
H 0.04 6.50 -3.68
H -1.76 8.06 -2.99
H -4.56 6.08 -5.25
H -2.88 4.43 -6.05
O -3.83 -0.86 -0.45
C -3.20 -0.78 0.58
N -1.86 -0.46 0.67
C -1.45 -0.47 1.99
O -0.30 -0.35 2.35
C -2.65 -0.76 2.84
C -2.80 -0.87 4.20
C -4.07 -1.20 4.68
C -5.13 -1.42 3.81
C -4.96 -1.31 2.43
C -3.71 -0.97 1.97
H -1.97 -0.70 4.87
H -4.22 -1.29 5.75
H -6.10 -1.69 4.22
H -5.78 -1.48 1.75
*
```

=====

2.
Entry from OMol25: a molecular structure, C28H28Cl7MoO3 at a distorted geometry (the ωB97M-V functional and the def2-TZVPD basis).

DFT total energy: -4598.68567 Ha
orbital gap (spin up / spin down): 6.5 / 6.8 eV

The geometry in ORCA input format:
```
! wB97M-V def2-TZVPD RIJCOSX def2/J DEFGRID3
* xyz 1 1
Mo 0.74 0.00 -0.42
C -3.32 0.66 -1.41
C -2.19 1.02 -0.44
C -2.53 1.05 0.91
C -3.95 0.68 1.27
C -1.75 1.59 1.98
C -2.56 2.28 3.06
C -0.36 1.59 2.13
C 0.19 2.10 3.45
C 0.56 1.18 1.16
C 2.04 1.44 1.41
C -0.93 1.26 -1.01
C -0.92 2.01 -2.30
H -4.12 1.40 -1.39
H -3.75 -0.30 -1.13
H -2.96 0.56 -2.43
H -4.27 -0.20 0.72
H -4.67 1.48 1.04
H -4.04 0.45 2.33
H -3.49 2.67 2.66
H -2.01 3.11 3.49
H -2.81 1.60 3.88
H 1.07 1.53 3.75
H -0.53 2.01 4.26
H 0.49 3.15 3.39
H 2.35 0.84 2.27
H 2.19 2.50 1.61
H 2.69 1.18 0.58
H -0.28 1.54 -3.05
H -1.91 2.20 -2.71
H -0.48 2.99 -2.09
Cl 1.53 3.53 -0.75
C 2.24 2.45 -1.91
C 2.03 1.06 -1.82
C 2.75 0.29 -2.75
Cl 2.67 -1.46 -2.69
C 3.57 0.84 -3.73
Cl 4.41 -0.17 -4.84
C 3.70 2.22 -3.81
Cl 4.69 2.92 -5.02
C 3.05 3.03 -2.89
Cl 3.26 4.73 -2.96
Cl -3.69 -5.92 -1.15
C -2.81 -4.49 -0.72
C -2.78 -4.07 0.62
C -2.09 -2.95 0.99
Cl -2.08 -2.44 2.65
C -1.37 -2.19 0.05
O -0.72 -1.14 0.42
C -1.42 -2.62 -1.31
C -0.81 -1.85 -2.33
O -0.16 -0.79 -2.19
C -2.14 -3.78 -1.68
H -3.32 -4.64 1.37
H -0.93 -2.19 -3.36
H -2.17 -4.09 -2.71
C 2.22 -2.39 2.27
C 2.82 -2.09 0.91
C 4.24 -1.56 0.98
O 2.00 -1.11 0.25
H 2.68 -3.28 2.69
H 1.15 -2.55 2.19
H 2.40 -1.55 2.95
H 2.80 -2.99 0.30
H 4.30 -0.70 1.65
H 4.59 -1.27 -0.01
H 4.91 -2.34 1.36
*
```

=====

3.
Entry from OMol25: C28H28ClN3O4S in the gas phase (the ωB97M-V functional and the def2-TZVPD basis).

structure (SMILES): CCN1CCC[C@H]1CNC(=O)c1ccc2c(c1)N(Cc1cccc(Cl)c1)C(=O)c1ccccc1S2(=O)=O
DFT total energy: -2407.42128 Ha
orbital gap: 8.5 eV
ΔE to the lowest compared entry with this formula, charge and spin: 0.00 kcal per mole

The geometry in ORCA input format:
```
! wB97M-V def2-TZVPD RIJCOSX def2/J DEFGRID3
* xyz 0 1
C 1.70 1.41 1.88
C 2.97 2.11 2.36
N 3.98 2.17 1.31
C 5.33 2.41 1.78
C 5.50 3.93 1.81
C 4.71 4.37 0.58
C 3.72 3.21 0.31
C 3.92 2.61 -1.09
N 3.16 1.39 -1.23
C 1.88 1.40 -1.65
O 1.34 2.37 -2.16
C 1.16 0.10 -1.46
C 1.79 -1.13 -1.60
C 1.05 -2.29 -1.41
C -0.28 -2.22 -1.05
C -0.93 -1.00 -0.91
C -0.19 0.16 -1.13
N -2.27 -0.90 -0.50
C -2.59 0.14 0.48
C -3.50 -0.34 1.58
C -4.51 0.48 2.05
C -5.32 0.07 3.10
C -5.13 -1.16 3.69
C -4.12 -1.98 3.21
Cl -3.87 -3.53 3.93
C -3.29 -1.58 2.18
C -3.36 -1.49 -1.10
O -4.48 -1.18 -0.77
C -3.15 -2.43 -2.24
C -3.97 -2.24 -3.35
C -3.91 -3.11 -4.43
C -3.05 -4.19 -4.40
C -2.25 -4.40 -3.30
C -2.31 -3.53 -2.23
S -1.20 -3.74 -0.85
O -0.32 -4.85 -1.11
O -1.91 -3.72 0.39
H 1.93 0.40 1.55
H 0.99 1.36 2.70
H 1.25 1.95 1.06
H 2.71 3.11 2.75
H 3.39 1.53 3.19
H 6.02 1.97 1.05
H 5.51 1.93 2.74
H 5.06 4.33 2.73
H 6.54 4.23 1.77
H 5.37 4.51 -0.27
H 4.18 5.31 0.75
H 2.68 3.54 0.38
H 4.97 2.38 -1.26
H 3.57 3.31 -1.85
H 3.45 0.66 -0.60
H 2.83 -1.18 -1.89
H 1.49 -3.27 -1.52
H -0.66 1.14 -1.08
H -3.07 0.99 -0.03
H -1.65 0.47 0.92
H -4.67 1.45 1.59
H -6.11 0.72 3.45
H -5.76 -1.49 4.50
H -2.53 -2.25 1.81
H -4.66 -1.40 -3.36
H -4.55 -2.94 -5.29
H -3.01 -4.88 -5.24
H -1.57 -5.24 -3.23
*
```

=====

4.
Entry from OMol25: a molecular structure, C28H28CoN9OS2Si (the ωB97M-V functional and the def2-TZVPD basis).

expectation value of S²: 0.821
DFT total energy: -4120.55743 Ha
orbital gap (spin up / spin down): 5.3 / 5.5 eV
ΔE to the lowest compared entry with this formula, charge and spin: 46.24 kcal per mole

The geometry in ORCA input format:
```
! wB97M-V def2-TZVPD RIJCOSX def2/J DEFGRID3
* xyz -1 2
Co -0.38 0.03 0.29
N 3.35 -1.35 -0.56
C 2.05 -1.65 -0.45
N 1.38 -0.53 -0.29
C 2.34 0.43 -0.28
N 3.56 -0.02 -0.45
C 1.95 1.82 -0.04
C 2.84 2.88 0.08
N 2.41 4.11 0.30
C 1.09 4.28 0.43
C 0.20 3.23 0.34
N 0.63 2.00 0.10
H 4.13 -1.98 -0.60
H 1.65 -2.65 -0.39
H 3.91 2.72 -0.01
H 0.74 5.29 0.62
H -0.87 3.35 0.46
S 0.01 -0.60 2.60
C 1.68 -1.15 2.71
C 2.64 -0.20 3.07
C 4.00 -0.50 3.18
C 4.92 0.54 3.51
N 5.67 1.37 3.78
C 4.41 -1.82 2.93
C 3.46 -2.77 2.59
C 2.09 -2.49 2.45
S 1.04 -3.73 1.88
C 5.79 -2.19 2.99
N 6.89 -2.52 3.01
H 2.31 0.81 3.27
H 3.79 -3.79 2.39
C -6.45 1.21 1.87
N -5.06 1.33 2.31
N -4.18 1.61 1.26
C -3.06 0.81 1.36
O -2.07 0.99 0.64
C -3.30 -0.10 2.45
C -4.51 0.23 2.96
C -5.27 -0.45 4.05
C -4.20 2.89 0.66
C -4.73 3.98 1.35
C -4.74 5.23 0.75
C -4.21 5.40 -0.51
C -3.68 4.31 -1.19
C -3.68 3.05 -0.62
H -6.73 2.12 1.34
H -7.08 1.12 2.75
H -6.59 0.35 1.21
H -2.60 -0.85 2.77
H -4.61 -1.13 4.58
H -6.10 -1.03 3.64
H -5.68 0.27 4.75
H -5.12 3.84 2.35
H -5.15 6.07 1.29
H -4.21 6.38 -0.97
H -3.26 4.44 -2.18
H -3.28 2.20 -1.15
C -0.64 -2.87 -1.85
Si -1.57 -1.60 -0.79
C -2.81 -0.82 -2.03
C -2.69 -2.65 0.32
H -1.36 -3.48 -2.40
H -0.06 -3.54 -1.22
H 0.02 -2.40 -2.58
H -3.32 -1.61 -2.59
H -2.33 -0.16 -2.75
H -3.59 -0.25 -1.52
H -3.36 -3.26 -0.29
H -3.31 -2.05 0.99
H -2.08 -3.30 0.95
*
```